Here is 3 unconnected molecules or ions with the total composition C32H45ClIN3O9PS from the Open Molecules 2025 dataset. Energies are from the ωB97M-V functional and the def2-TZVPD basis.

**Net charge**: +1
**Multiplicity**: 1
**Energy**: -97544.802 eV
**HOMO energy**: -11.1030 eV
**Frontier orbital gap**: 6.092 eV
**Max |F|**: 3.93 eV/A

XYZ file:
```
93
Properties=species:S:1:pos:R:3:forces:R:3
Cl -3.0453 3.6046 -1.4442 0.57 -0.32 0.38
H 1.9742 -3.7428 0.7042 -0.27 0.68 -1.12
C 4.0019 1.5864 -2.9057 -0.12 0.59 0.80
H -0.5837 -3.0839 -1.9940 -0.15 -0.38 1.09
C -0.3749 6.2291 -6.8180 0.02 0.05 -0.04
H -1.5205 -5.1193 1.2425 0.39 -1.19 0.08
H 1.8051 -3.2081 -1.0837 0.12 0.05 1.05
C 0.4614 1.5324 -1.0919 -2.16 0.73 1.16
C -0.8002 -3.6408 -1.0296 0.24 -0.28 -0.44
C -1.0642 5.1936 1.3788 -0.42 0.55 0.15
H 0.9633 -6.7567 2.0645 -0.99 0.28 0.43
H -2.8039 4.8524 2.6525 0.16 -0.96 -1.02
P -0.3949 1.7047 3.1480 -0.80 0.13 3.05
H -0.7033 4.5734 -8.1590 -0.05 0.02 0.02
H -0.2799 4.6545 1.9729 -0.76 0.39 -0.70
H 3.5369 0.9452 -0.8584 -0.71 0.87 -0.35
H 3.4600 1.8247 -3.8599 0.46 -0.43 0.88
H 1.9703 8.5877 -7.4198 -0.01 -0.03 -0.04
C -0.9038 -6.0574 1.1581 1.92 0.31 0.55
C -0.0071 -2.9812 0.1586 -0.26 0.67 0.12
O -0.7603 3.9242 -3.4675 0.30 -1.65 1.05
O -2.6796 3.1956 1.3102 1.59 -0.39 -1.01
H 3.2512 -6.4711 4.1121 -0.52 0.98 -0.47
H -0.8018 5.3025 0.2892 -0.07 -0.36 1.04
C -0.9433 2.5226 -3.1427 0.14 -0.45 0.18
H 1.1404 -5.6423 0.2416 -1.11 0.02 -0.27
C -3.8197 -3.8160 5.6150 0.20 -0.06 -0.32
N -1.6928 2.7898 -0.7641 1.60 -1.06 0.73
H 1.4261 1.2922 -3.1125 -0.10 -0.25 1.32
C 0.3886 7.3678 -6.6127 0.02 0.08 0.08
N -2.9261 -3.4870 4.6762 -0.12 0.26 0.28
C -3.3232 -1.8994 6.9338 -0.04 0.05 0.11
O -1.5702 4.1605 -4.5693 -1.22 0.27 -1.15
H 0.2318 7.9841 -5.7350 0.00 -0.02 -0.04
H -0.3973 -1.9193 0.2516 0.52 -1.03 -0.12
H 3.6119 -4.7161 4.0730 -1.11 -0.60 -0.29
C 1.3547 7.7068 -7.5460 -0.07 -0.04 0.07
H -0.2198 -3.4477 1.1632 0.03 0.37 -1.19
H 3.2563 -1.8694 0.8436 -1.02 0.43 -0.50
H -1.4519 -5.6658 -1.5699 1.08 0.45 0.21
C 2.2628 -1.6063 0.3678 1.71 -1.40 -0.43
H -0.4270 -6.9681 3.1869 0.20 1.14 -0.30
C -1.6461 2.6580 0.6233 0.42 -0.32 1.16
O 1.1714 1.8586 3.7060 -1.82 -0.73 -2.12
H -1.9168 -3.5376 -0.8865 1.23 -0.03 0.15
H 4.6118 0.6489 -2.9663 -0.73 0.72 -0.15
S -1.4945 2.8779 4.2084 0.13 0.03 -0.70
H 3.1576 -5.5557 2.5435 -0.40 0.05 0.88
H 2.2547 7.1113 -9.4119 0.00 0.05 0.05
C -0.6962 2.2732 -1.6168 1.32 -0.80 0.18
C 0.1129 -5.9635 -0.0793 -1.00 -0.92 -0.43
C 0.0196 -6.2506 2.4454 0.07 -1.01 -1.33
C -2.3891 -1.5374 5.9756 -0.03 0.00 0.01
H -0.2407 1.9539 -3.8055 -0.51 0.22 0.93
C -4.0564 -3.0611 6.7536 0.06 0.07 0.00
C -2.5166 4.6220 1.5918 0.50 2.67 0.36
C 1.6707 0.5370 1.0772 1.12 -0.73 0.76
H -1.4028 3.4649 -5.2431 0.44 0.41 0.41
H 0.1819 -5.3334 -2.2187 -0.51 0.43 1.06
C 1.4246 -5.2709 3.9868 0.00 -0.10 1.17
H -1.7970 -0.6375 6.0821 0.00 -0.03 -0.03
H 1.5366 -0.1539 -2.0532 0.16 0.95 0.15
H -3.2008 5.2472 0.9436 0.53 -1.14 0.49
O 0.4363 -4.9873 3.0123 1.05 -0.86 0.27
C 0.5010 1.3559 0.4016 -1.83 0.32 -0.43
H 1.5201 2.7098 3.3615 -0.05 -0.51 0.37
H 0.2323 -7.0364 -0.4262 0.09 1.15 0.30
H -1.0836 6.2493 1.7861 -0.07 -1.15 -0.42
O 1.5357 -0.8246 1.3523 -1.12 1.67 -1.60
H -1.5142 -6.9918 1.0905 0.22 1.04 -0.14
C -2.2317 -2.3603 4.8718 -0.15 -0.33 -0.17
C -0.1335 5.4751 -7.9555 0.23 0.02 -0.26
H -4.3665 -4.7348 5.4315 -0.03 0.02 0.07
C 1.5797 0.9665 -2.0446 0.06 0.93 0.39
H -1.1388 5.9336 -6.1127 0.03 0.05 -0.04
H -3.4777 -1.2824 7.8113 0.01 -0.03 -0.03
C -0.4678 -5.1684 -1.3076 -0.45 -0.45 0.19
C 2.9279 -5.5009 3.6390 0.35 -0.16 -0.67
O 1.0836 -5.3781 5.1342 0.18 0.28 -0.86
I 2.8216 3.6414 -1.0076 0.05 -0.64 -0.02
O -0.8565 0.1342 3.4785 1.21 1.88 -1.65
C 1.5687 -2.9713 -0.0124 -0.78 0.33 0.59
H -1.7394 0.0574 3.0540 0.39 -0.24 0.52
C 3.0154 1.5446 -1.6423 0.48 -0.49 -1.50
H -4.7948 -3.3751 7.4796 0.02 -0.02 -0.04
H 2.5426 -1.0195 -0.5562 -0.67 -0.40 1.08
H 4.7015 2.4461 -2.7204 -0.45 -1.05 -0.34
C 1.5140 6.8857 -8.6521 -0.09 -0.29 -0.22
O 2.6895 1.0761 1.4083 -1.04 0.39 -0.66
C -0.5442 1.9365 1.2998 1.17 -0.57 -3.71
H -1.9836 2.1679 -3.4138 0.98 0.62 0.45
H -1.5159 -2.1188 4.0933 0.08 -0.04 0.10
N 0.7913 5.7822 -8.8706 -0.05 0.19 0.36
```
Positions in Å, forces in eV/Å.



Here is a molecular structure, C32H45GeN7OOsPS from the Open Molecules 2025 dataset. Energies are from the ωB97M-V functional and the def2-TZVPD basis.

**Net charge**: +1
**Multiplicity**: 1
**Energy**: -125492.868 eV
**HOMO energy (alpha / beta)**: -9.0675 / -9.1361 eV
**Frontier orbital gap (alpha / beta)**: 6.609 / 6.797 eV
**Max |F|**: 6.23 eV/A
**Energy relative to the best compared isomer or geometry (same formula, charge and spin)**: 135.1 kJ/mol

XYZ file:
```
89
Properties=species:S:1:pos:R:3:forces:R:3
H -2.3731 5.1362 1.6314 -0.03 -0.07 -0.06
C 4.0638 -2.8997 -1.4284 0.05 -0.03 0.02
C 1.5526 0.1080 -5.0108 0.01 -0.11 0.04
C 3.2414 -0.3108 -1.9629 -0.03 0.00 -0.04
C 2.7248 -2.6359 -1.6891 -0.06 -0.03 0.03
C -4.0126 0.5536 0.5991 -0.02 0.14 0.21
H 0.9257 -2.2063 0.6775 -0.01 -0.01 -0.02
C -5.6191 -1.1250 1.1090 -0.04 -0.14 0.06
H 2.0161 -3.4545 -1.6723 0.03 0.01 0.02
C -0.6436 0.9164 -4.4684 0.04 -0.04 0.01
H -0.3331 -3.3805 1.1076 0.04 0.00 0.07
H 2.9208 0.7019 -2.1883 0.06 0.01 0.03
H -1.5274 2.2667 -5.8776 0.01 0.00 -0.02
H 1.4886 6.5797 2.3911 0.01 -0.02 -0.05
H -4.3046 -2.3800 -1.9178 0.00 0.01 0.03
H 2.6110 -1.7125 5.1672 -0.01 0.00 0.00
N 2.0430 -0.3135 1.9239 -0.34 0.12 0.31
C 1.5364 0.8581 -6.1786 0.02 0.02 -0.08
C -3.0179 -4.0632 -2.2434 0.00 -0.01 0.03
H 1.7380 5.0619 -0.8014 -0.01 0.02 0.03
H 2.7266 5.2401 0.6678 -0.04 0.03 0.05
N -5.2565 0.1700 0.5302 0.02 -0.12 0.02
C 2.5424 1.0018 1.5371 0.00 -0.01 -0.03
C -3.2841 -2.7112 -2.0727 -0.04 -0.01 0.01
H 0.9532 1.5771 4.6712 0.01 0.00 0.04
H -1.5016 -3.1606 3.2729 0.03 0.01 -0.01
H -1.5075 -5.5347 -2.6304 0.00 0.01 -0.01
H -5.8740 1.7867 -0.6532 0.03 -0.01 0.04
C 1.3757 0.7167 5.1864 -0.08 0.00 0.07
H -1.2417 -1.6895 4.2274 -0.04 -0.03 0.01
H -5.0101 -1.3137 1.9901 0.00 0.04 -0.01
C 2.2995 -1.3407 -1.9677 -0.35 0.12 -0.07
C 0.6175 6.0699 2.0199 0.12 0.04 0.11
C -0.6635 1.6594 -5.6382 -0.07 0.03 0.00
H 4.3846 -3.9136 -1.2251 -0.01 0.00 0.00
N 0.6778 5.1455 0.9964 -0.33 0.00 0.01
N -2.9093 0.8965 0.7390 -0.52 -0.36 -0.04
H -6.6665 -1.0986 1.4040 0.01 0.04 0.00
H -5.4698 -1.9394 0.3965 -0.01 0.05 -0.04
N -1.3800 5.2888 1.6113 0.20 0.04 -0.04
H 3.1104 0.9035 0.6111 0.01 -0.02 -0.02
C -0.6694 6.1602 2.4085 -0.08 0.03 0.05
H -1.1316 6.7666 3.1658 0.00 -0.03 0.00
H 0.4193 2.2195 -7.4029 0.01 0.00 0.00
C -0.6896 -3.5532 -2.5580 0.02 0.01 -0.06
H 2.3919 0.8446 -6.8420 -0.01 -0.03 -0.01
Ge 0.4583 -0.8028 -2.4120 0.03 -0.40 -0.60
H -0.7830 -1.7589 0.5590 0.01 -0.04 0.04
C 3.0996 -1.2908 2.1567 -0.08 -0.11 -0.02
H 0.9818 0.6960 6.2046 0.01 0.02 0.00
H 3.7179 -1.3626 1.2605 0.00 -0.03 -0.03
C -0.9406 -2.1996 -2.3547 0.38 0.28 0.05
H -3.8193 -4.7884 -2.1849 -0.01 0.01 -0.04
C -1.7193 -4.4826 -2.4880 0.00 -0.04 0.00
C -0.5586 4.6683 0.7370 0.26 0.11 0.43
H 1.2014 -2.5946 4.5417 0.02 -0.02 0.03
C -6.1591 0.7563 -0.4575 -0.06 0.05 -0.19
S -0.9873 3.5940 -0.5004 -0.38 -1.18 0.00
C 0.4631 0.1323 -4.1478 -0.04 -0.04 0.56
C 4.9918 -1.8690 -1.4360 -0.01 0.02 0.04
H -7.1717 0.7387 -0.0589 0.01 0.01 0.03
H 2.6629 -2.2707 2.3534 0.06 0.01 0.00
C 1.5175 -1.7232 5.1077 -0.03 0.07 0.07
H 1.9730 3.6787 0.2644 -0.05 0.02 0.03
H 3.1954 1.4387 2.3038 -0.01 -0.04 0.01
C 0.4301 1.6338 -6.4929 0.01 -0.01 0.01
H -1.4895 0.9488 -3.7894 -0.02 0.06 -0.04
H 5.2966 0.2405 -1.6992 0.01 -0.01 -0.01
P 0.6728 -0.3899 2.8688 0.29 -0.88 0.06
H 3.7412 -1.0157 3.0027 -0.01 0.02 -0.03
N 0.9929 -0.5089 4.4947 0.03 0.12 -0.32
H -2.4504 -0.7350 -1.9404 -0.05 -0.02 0.00
O -0.1888 0.8188 2.6432 -0.33 0.28 -0.84
C -0.0899 0.4802 -1.0796 -2.83 2.23 5.08
H 0.3119 -3.8939 -2.7896 -0.03 -0.03 0.00
H -2.1038 -1.5990 2.6786 0.04 0.01 0.00
C -1.2851 -2.0923 3.2179 -0.04 -0.14 0.02
N -0.0016 -1.8916 2.5396 0.09 0.84 0.00
H 1.1251 -1.7999 6.1245 0.01 -0.03 -0.01
C -2.2504 -1.7881 -2.1121 0.03 0.01 0.03
C 4.5772 -0.5687 -1.6948 0.02 0.01 -0.01
Os -0.9697 1.1564 0.4019 3.80 -0.68 -4.68
H 2.4645 0.8284 5.2445 0.00 -0.01 -0.02
H 6.0364 -2.0760 -1.2429 0.00 -0.01 0.01
H -6.1400 0.2008 -1.3981 0.01 -0.04 0.03
C -0.0486 -2.3267 1.1466 -0.02 -0.11 -0.20
C 1.8512 4.7607 0.2388 0.22 -0.11 -0.17
H 2.4162 -0.5041 -4.7750 0.03 0.06 -0.01
H 1.7033 1.6687 1.3509 0.00 0.01 0.01
```
Positions in Å, forces in eV/Å.



Which value of energy does entry 2 give?
-125492.868 eV



Number 1 is which compound?
C32H45ClIN3O9PS



energy of number 2 (C32H45GeN7OOsPS)?
-125492.868 eV